Record 1
Formula: C2H3Cl2O2
Source: the Open Molecules 2025 dataset
Level of theory: ωB97M-V/def2-TZVPD

Geometry (Å):
O  -0.548  0.297  0.120
O  0.667  0.120  0.275
C  -2.749  -1.574  2.487
C  -1.288  -1.518  2.339
Cl  -0.328  -2.859  2.352
Cl  -3.656  -0.596  1.322
H  -3.153  -2.585  2.454
H  -2.918  -1.117  3.460
H  -0.771  -0.591  2.521

The highest occupied orbital energy (alpha / beta) is -8.19 / -10.87 eV. Its spin multiplicity is 4.

Atom charges from the Löwdin analysis, given in e for atoms 1 to 5: -0.019, 0.008, -0.688, -0.727, 0.689


Record 2
Formula: C9H25N3O4
Source: the Open Molecules 2025 dataset
Level of theory: ωB97M-V/def2-TZVPD

Geometry (Å):
C  -0.704  1.228  -2.998
C  -1.851  0.340  -2.361
O  -3.035  0.762  -2.317
N  -1.425  -0.992  -1.703
H  -0.561  -1.413  -2.339
H  -1.102  -0.876  -0.744
C  -2.621  -1.755  -1.343
H  0.045  0.532  -3.407
H  -0.115  1.784  -2.293
H  -1.096  1.804  -3.714
H  -3.193  -1.217  -0.671
H  -2.127  -2.488  -0.681
H  -3.062  -2.083  -2.323
C  -0.415  0.633  3.723
C  -0.027  1.943  3.078
O  0.232  2.937  3.782
N  -0.261  2.053  1.577
H  0.165  2.765  1.236
H  -0.021  1.122  1.183
C  -1.733  2.251  1.276
H  0.409  -0.125  3.935
H  -1.041  0.103  3.193
H  -1.052  0.669  4.488
H  -2.286  1.242  1.268
H  -1.755  2.743  0.439
H  -2.339  2.808  2.027
C  2.524  -2.714  0.864
C  2.920  -1.922  -0.475
O  3.990  -2.031  -0.917
N  1.898  -0.840  -0.917
H  1.473  -1.301  -1.790
H  1.115  -0.733  -0.266
C  2.517  0.477  -1.494
H  1.781  -2.155  1.404
H  3.305  -2.789  1.642
H  1.934  -3.717  0.885
H  1.699  1.032  -1.876
H  3.182  0.243  -2.297
H  2.856  1.150  -0.764
O  -0.139  -0.391  0.507
H  -0.086  -1.078  1.181

As for the charge: +2. The highest occupied orbital energy is -17.42 eV.

Atom charges from the Löwdin analysis, given in e for atoms 1 to 5: 0.054, -0.261, 0.136, 0.003, 0.244


Record 3
Formula: C16H11ClN2O3S
Source: the Open Molecules 2025 dataset
Level of theory: ωB97M-V/def2-TZVPD

Geometry (Å):
O  -2.320  -3.492  -1.296
C  -2.102  -3.920  -0.177
N  -2.328  -5.258  0.089
O  -2.906  -6.104  -0.908
C  -1.379  -3.119  0.808
C  -1.304  -3.487  2.181
C  -0.539  -2.744  3.067
C  0.082  -1.574  2.610
Cl  1.047  -0.715  3.760
C  -0.059  -1.157  1.282
N  0.550  0.056  0.948
C  0.841  0.523  -0.313
O  1.112  -0.243  -1.202
C  1.141  1.947  -0.422
C  1.714  2.640  0.723
C  1.957  4.006  0.664
C  1.685  4.712  -0.497
C  1.173  4.044  -1.623
C  0.847  4.659  -2.902
C  0.354  3.748  -3.804
S  0.317  2.071  -3.165
C  0.928  2.663  -1.597
C  -0.779  -1.909  0.364
H  -1.996  -5.664  0.975
H  -2.954  -5.605  -1.762
H  -1.808  -4.366  2.554
H  -0.428  -3.042  4.081
H  0.614  0.759  1.682
H  1.929  2.135  1.659
H  2.396  4.559  1.488
H  1.922  5.772  -0.575
H  1.072  5.663  -3.186
H  0.099  3.987  -4.841
H  -0.877  -1.546  -0.666

The highest occupied orbital energy is -8.49 eV.

Atom charges from the Löwdin analysis, given in e for atoms 1 to 5: 0.065, -0.448, 0.026, -0.013, -0.110


Short version: ΔE to the lowest compared entry with this formula, charge and spin = 0.0000, 5.1865, 1.2781 eV, in the order given.